DFT (the ωB97M-V functional and the def2-TZVPD basis) results for one molecule with the formula C3H9N5.

Properties
* HOMO level: -8.4 eV
* relative energy (zero: lowest compared OMol25 entry of this formula, charge and spin): 4.589 eV
* spin multiplicity: 1
* E: -10703.4590 eV
* gap between HOMO and LUMO: 9.33 eV
* SMILES: N/N=C(/NN)[C@@H]1CN1
* E_LUMO: 0.0358 Ha

Cartesian coordinates (Å):
H: 0.44534 2.45812 0.02517
C: 0.89984 0.12107 0.39429
H: 1.26403 0.74590 1.14302
N: -0.40773 2.36576 -0.58596
N: -1.18659 1.34671 0.03745
H: 2.21189 0.54736 -1.44229
N: -1.49392 -0.84875 0.34212
N: -1.02382 -2.11331 0.90473
H: -0.86950 -2.03499 1.94740
H: 0.08338 1.89031 -1.33761
N: 1.63860 -1.11358 -0.02725
C: -0.60363 0.09409 0.35044
H: -2.16954 1.37153 0.00668
H: 0.69795 -0.16064 -1.83001
C: 1.44439 -0.08782 -1.01940
H: 0.95801 -1.88512 0.05313
H: -1.88869 -2.69667 1.03810

Cartesian forces, eV/Å:
H -1.420 0.610 -0.263
C -1.066 -2.334 -2.090
H 1.260 0.980 0.890
N 1.245 -0.646 0.945
N 2.688 -0.790 0.925
H 0.983 -0.430 0.689
N 1.377 -0.420 1.360
N -1.318 -0.654 1.678
H 0.462 0.696 -1.285
H -0.464 0.203 -0.814
N -0.391 0.884 1.100
C -2.112 0.605 -1.295
H -0.994 0.311 -0.370
H -0.094 -0.519 0.689
C -1.354 0.519 -0.111
H 0.298 0.329 -0.891
H 0.900 0.657 -1.156

---

DFT (the ωB97M-V functional and the def2-TZVPD basis) results for C21H31ClNO2P2Sm as an isolated structure.

Properties
* total charge: +2
* HOMO level (spin up / spin down): -13.3 / -13.3 eV
* relative energy (zero: lowest compared OMol25 entry of this formula, charge and spin): 0.192 eV
* expectation value of S²: 8.7803
* spin multiplicity: 6
* E: -76854.4628 eV
* gap between HOMO and LUMO (spin up / spin down): 5.30 / 5.36 eV
* E_LUMO (spin up / spin down): -0.2933 / -0.2913 Ha

Cartesian coordinates (Å):
C: 0.00433 3.18776 -3.07342
C: 1.21108 -1.38513 2.67979
P: -0.05147 2.69127 -1.32015
N: -0.57756 -0.17301 1.51855
H: 0.48542 -4.51165 -2.70413
C: -2.34805 2.44914 3.49187
H: -2.42915 3.11386 -1.06435
H: -1.49187 4.63299 -1.03215
O: 2.80679 0.11997 -0.86271
C: -0.81972 1.03657 2.22332
C: -0.15495 -1.22252 2.35507
C: -0.74121 -3.03249 3.86573
H: -1.48861 4.21558 4.36897
C: 1.62247 -3.49121 -0.15272
H: 2.62143 -2.33644 3.99481
C: -0.02530 3.09320 3.27637
C: 0.72097 0.05582 -4.57667
C: -1.30985 3.33540 3.76692
H: -0.01149 4.28135 -3.17224
O: 1.62424 0.14574 -3.81482
H: 1.93315 -0.73609 2.17255
H: -1.03602 -4.73499 -0.81853
Cl: -1.34624 -0.33856 -3.37361
P: 0.27411 -2.71885 -1.08996
C: 1.56715 -2.27415 3.69916
C: 0.61338 -3.42515 -2.72614
H: 1.20254 3.83067 0.38187
H: -1.19575 -3.64487 0.60188
H: -1.52961 3.55333 0.39542
H: -0.05669 -2.96402 -3.45701
C: 0.31723 0.02395 -5.94685
H: -1.48789 -3.71405 4.27173
H: -0.85470 2.74082 -3.58817
H: 0.80585 3.77402 3.49450
C: -1.51240 3.59086 -0.69919
H: 1.21362 1.74760 2.06097
H: 1.64435 -3.18581 -2.99582
H: 1.47782 -3.28775 0.91522
C: -1.10868 -2.12107 2.87678
C: 0.21563 1.98389 2.46166
H: -3.34722 2.65496 3.86092
H: 1.18983 0.10394 -6.63206
H: 1.63621 -4.57403 -0.34565
H: 0.89078 -3.81938 5.04372
H: -0.21470 -0.92642 -6.14674
H: -2.07145 -3.29002 -0.90400
H: -0.36364 0.88374 -6.13659
C: 0.59465 -3.09963 4.27675
H: -2.13353 -1.98231 2.53691
C: -2.11742 1.31232 2.71162
H: 2.56089 -3.03893 -0.48635
H: 1.24892 4.74651 -1.17373
C: 1.64849 0.08671 -0.91734
C: -1.14180 -3.69670 -0.49231
Sm: -0.75710 -0.07545 -0.91968
C: 1.29372 3.74642 -0.71016
H: 2.25601 3.28770 -0.96102
H: 0.92903 2.81725 -3.52716
H: -2.88597 0.55738 2.51840

Cartesian forces, eV/Å:
C -0.240 -0.341 -0.348
C -0.817 0.303 0.388
P 0.121 1.442 -0.171
N 0.017 0.181 -3.135
H 0.014 0.194 -0.058
C 0.050 -0.099 -0.440
H 0.005 0.187 0.018
H 0.006 -0.148 0.019
O -4.376 -0.084 -0.195
C -0.167 1.248 0.180
C 0.452 -1.210 0.374
C 0.284 -0.131 -0.457
H -0.044 -0.035 0.048
C 0.138 0.380 0.247
H -0.519 -0.104 -0.027
C 0.196 -0.035 -0.518
C 4.970 0.275 3.550
C 0.229 -0.152 -0.069
H -0.100 -0.311 0.047
O -4.552 -0.420 -3.200
H -0.123 -0.218 0.385
H -0.019 0.112 0.073
Cl 0.122 0.039 -1.835
P 0.548 -1.390 0.420
C 0.056 -0.126 -0.511
C -0.163 0.428 -0.388
H 0.168 0.038 -0.297
H 0.053 0.000 -0.211
H 0.044 0.005 -0.094
H 0.050 -0.327 -0.078
C -1.003 0.079 -1.284
H 0.233 0.189 0.024
H 0.140 0.243 -0.110
H -0.445 -0.206 -0.021
C -0.274 -0.316 0.086
H -0.416 0.229 0.313
H -0.024 -0.071 -0.045
H 0.144 -0.131 -0.191
C 0.505 0.734 0.175
C -0.423 -0.834 0.067
H 0.112 -0.056 0.027
H -0.197 -0.017 0.748
H -0.021 0.348 0.049
H -0.133 0.298 -0.219
H 0.061 0.493 0.123
H -0.083 -0.224 0.048
H 0.205 -0.585 0.127
C 0.104 -0.044 0.127
H 0.063 -0.206 0.241
C 0.665 -0.221 0.021
H 0.052 -0.196 0.177
H -0.130 -0.433 0.199
C 5.525 0.129 0.458
C -0.426 0.350 -0.009
Sm -1.007 0.295 4.356
C 0.381 -0.204 0.486
H -0.042 0.163 0.130
H -0.076 0.086 0.031
H 0.105 0.411 0.148

---

DFT (the ωB97M-V functional and the def2-TZVPD basis) results for a 5-piece molecular cluster, C43H85Br2ClF3N2O9P overall.

Properties
* HOMO level: -7.3 eV
* relative energy (zero: lowest compared OMol25 entry of this formula, charge and spin): 2.864 eV
* spin multiplicity: 1
* E: -237413.4826 eV
* gap between HOMO and LUMO: 6.77 eV
* SMILES: C#CC[C@@](N=C(C)C)(O[C@@](CCC(F)=C(F)F)(NCC)[C@H](Br)CC)[C@@](Br)(CCOCC)O[C@H](CCCCO)P(O)Cl.CCOCC.CCOCC.CCOCC.CCOCC
* E_LUMO: -0.0193 Ha

Cartesian coordinates (Å):
C: 3.61500 0.38438 -7.87421
H: -5.02494 -0.84773 -4.18909
C: 0.31412 -5.78416 5.30786
F: -5.13610 5.56116 -2.25245
C: 3.49927 -1.98910 -7.46364
C: -0.40371 -0.58384 2.27355
C: 0.13342 -5.02199 -3.30013
H: 1.34734 4.39162 -2.63279
C: 0.76117 -5.03045 6.54929
C: -2.14622 -2.36407 -0.00028
F: -6.71551 3.71839 -4.55325
H: 5.51371 3.83978 2.01417
C: -4.82437 2.38595 0.21566
H: -0.70038 0.69146 7.88987
H: 5.31269 -1.92468 -6.28984
H: 2.67843 -0.47931 -4.01458
H: 7.59506 4.86218 0.51188
H: -5.29783 4.15193 1.56449
H: -4.45784 1.36876 0.53801
H: 4.84537 2.56282 -0.68428
O: -1.58045 2.06654 -0.97031
C: 1.94779 0.34413 4.80374
C: -1.03636 0.24675 1.11395
H: 3.91577 -6.25793 3.63608
C: 5.38084 3.30476 -0.08809
H: -3.66651 -3.61166 -1.15766
H: 3.89511 3.40131 1.47663
H: 1.84750 -5.04926 6.66120
C: -0.84275 0.51197 -2.90460
H: -3.23911 5.02238 -4.08731
H: 2.81229 -6.90099 4.85230
O: 0.73702 -5.18216 4.09439
H: -1.26554 -2.77385 0.55085
H: 1.94440 4.26227 -0.19075
P: -3.69480 -2.29850 1.11542
H: -2.03633 -2.12739 8.53911
C: 2.13774 -5.06588 3.90269
H: -1.45712 -0.41331 -3.09343
H: 5.30793 6.57105 -0.58921
C: 3.29421 0.30806 -9.35699
H: -4.20947 -1.12531 2.92933
H: 1.05748 -3.86153 -4.53878
H: 0.58881 2.91954 -3.52994
H: 0.01830 -4.15807 -1.27699
H: 6.44834 3.08869 -0.20775
H: -1.27111 1.28277 -3.60053
C: -5.39613 3.03946 1.56541
H: 2.41467 -7.07072 3.14528
H: -3.67532 0.48538 -1.38768
H: -2.11553 0.51566 1.26315
C: -3.63557 4.08060 -3.60016
H: 0.91252 0.01543 8.01488
C: 4.99508 -2.19808 -7.29832
H: 1.12632 0.77966 5.42954
O: 3.06626 -0.68290 -7.11887
H: 0.23542 -1.30567 10.03312
H: 5.56645 -1.58514 -7.99892
C: -2.84792 -0.72717 7.09430
H: 2.71768 -0.06105 5.51431
H: -3.23642 -0.96817 -4.14092
H: -3.77514 3.37115 -4.46597
C: 7.18409 5.68082 -0.08229
C: 0.54330 0.17525 -3.51248
Br: -2.38993 3.52969 1.18732
H: 2.27713 2.88863 -2.93387
H: -1.35709 -0.55617 9.98366
H: -1.90836 -2.63317 6.86615
H: 5.30326 5.81020 0.98927
H: 7.58678 6.61466 0.31472
O: -0.48508 -1.31598 7.43037
H: 2.33645 -1.26072 3.35806
H: -1.06932 -0.43275 3.17958
H: 0.40208 -2.96957 -2.60195
O: -3.38087 -1.35005 2.46270
H: 4.69561 0.45196 -7.70815
C: -3.61758 3.19308 -0.37522
C: -0.25282 -3.83186 -2.31898
H: -2.25143 -4.25521 -3.06119
H: 3.76295 -0.55898 -9.82685
C: -1.82770 -1.76635 7.52626
Br: 0.91869 -1.19839 -0.38883
H: 3.18137 1.30051 -7.46724
C: 4.95502 3.16351 1.36306
F: -6.94263 3.07626 -2.34400
H: -6.44770 2.67324 1.68130
H: -2.85429 0.13467 7.76459
H: 0.63545 -6.83111 5.34641
H: 3.17682 -2.24165 -8.47989
O: 1.30577 -4.68169 -4.07456
C: 2.86201 -6.40091 3.88287
C: -4.02505 0.95501 -3.32867
C: -5.02824 4.40374 -3.05232
H: 5.12815 2.14454 1.71402
H: -2.62175 -0.35989 6.09047
H: -3.85176 -1.15669 7.09527
C: -2.55246 -3.53362 -1.03638
C: -2.54368 3.55658 -2.62372
H: -4.81522 2.60157 2.42484
H: 2.27371 -4.57709 2.93531
C: -1.79889 -3.44887 -2.40986
C: 1.65415 -0.11535 -3.82147
H: 0.32592 -5.47860 7.44476
C: 1.44392 -0.70445 3.75038
C: 1.24187 3.28091 -2.69965
H: 0.99804 3.11628 0.87932
C: 5.66589 5.69853 -0.03823
C: -2.83013 2.38932 -1.61363
H: 0.27810 -5.99883 -2.76092
H: -1.97483 -2.48957 -2.94903
H: -0.77750 -5.79581 5.27843
O: -1.92407 -1.19249 -0.78832
O: 5.06658 4.56909 -0.65202
H: 7.53799 5.55155 -1.10736
H: 2.21674 0.22321 -9.51379
C: 0.88491 2.61422 -1.30193
H: 0.45593 -3.98272 6.49455
N: 0.62292 1.36841 -1.16214
H: -5.68090 2.23407 -0.48012
H: 0.15150 4.34948 -0.25582
C: -0.13990 -0.19009 8.22085
C: -0.80926 0.96114 -1.37478
H: 0.06559 0.44658 10.27221
H: -0.68735 -5.22141 -4.05256
Cl: -5.22833 -1.32416 -0.00766
H: -1.61283 3.37328 -3.23515
H: -3.34305 1.33010 -4.13112
C: 1.00976 3.63672 -0.10682
H: 2.97410 -2.67196 -6.79241
H: -5.05810 1.33232 -3.60670
H: 5.25559 -3.24241 -7.47975
O: 0.85671 0.01696 2.64915
H: -0.48187 1.22749 1.13419
C: -0.90324 -0.31948 -0.35239
H: 2.41689 1.19604 4.23633
N: -3.73939 1.33377 -1.94856
C: -6.20853 3.72646 -3.27826
H: -4.25717 -1.18988 -2.59561
H: -0.33181 -1.68734 2.12829
H: 2.56975 -4.39464 4.65280
H: 3.65615 1.20081 -9.87062
H: -2.24221 4.43641 -1.97963
H: -3.91084 4.22631 -0.67395
C: -0.30822 -0.41385 9.71414
H: -2.22695 -4.50152 -0.55316
C: -4.12142 -0.62872 -3.55108
H: 0.64711 -1.37529 4.16684

Cartesian forces, eV/Å:
C -0.020 0.043 -0.074
H 0.889 0.218 0.648
C 0.021 0.031 0.119
F 0.653 -2.093 0.615
C 0.090 -0.046 0.007
C -1.058 0.988 1.219
C -0.699 0.312 -0.455
H -0.401 -0.877 -0.144
C 0.184 0.085 -0.049
C -1.186 -0.420 -1.191
F 0.689 -1.861 1.742
H 0.027 -0.076 0.011
C 0.062 0.213 1.498
H -0.036 0.007 0.066
H -0.052 -0.068 -0.009
H -1.338 0.610 0.002
H 0.013 0.065 0.038
H -0.346 -0.930 0.089
H -0.331 0.933 -0.615
H -0.022 0.170 -0.102
O -0.631 -1.526 -1.267
C 0.051 0.285 -0.118
C 0.325 0.147 -0.478
H -0.049 0.015 -0.011
C -0.036 -0.089 0.096
H 0.943 0.268 -0.088
H 0.015 -0.089 -0.041
H -0.038 -0.045 0.061
C 0.138 -0.848 -1.865
H -0.112 -0.929 0.601
H 0.072 0.025 -0.007
O -0.178 0.067 -0.156
H -0.516 0.921 -0.219
H -0.772 -0.625 -0.002
P -0.195 -1.477 1.134
H -0.053 0.066 0.031
C 0.075 -0.035 -0.034
H 0.403 0.984 0.489
H -0.110 -0.159 -0.061
C 0.040 -0.187 -0.081
H 0.458 -0.286 -0.262
H 0.315 -0.460 0.234
H 0.448 0.417 0.680
H -0.254 0.569 -0.899
H 0.013 0.017 0.068
H 0.241 -0.473 0.962
C 0.368 -1.043 -0.457
H 0.035 0.073 -0.023
H 0.199 0.563 0.236
H 0.927 -0.491 0.116
C -0.806 1.170 -1.955
H -0.059 -0.130 -0.156
C 0.100 0.165 -0.107
H 0.519 -0.477 -0.670
O -0.134 0.021 0.190
H 0.044 0.064 -0.032
H 0.005 -0.079 -0.018
C 0.025 0.181 0.076
H -0.699 0.136 -0.747
H -0.643 -0.008 0.756
H -0.023 0.610 0.992
C 0.081 -0.177 0.062
C -2.813 0.685 1.816
Br -0.427 0.397 -0.494
H -1.022 0.302 0.219
H 0.029 0.072 0.033
H 0.210 0.042 0.010
H 0.072 -0.022 0.046
H -0.036 -0.021 -0.028
O 0.125 -0.158 -0.146
H -0.897 0.099 0.388
H 0.430 -0.326 -0.944
H -0.618 -0.677 0.425
O -0.373 0.319 -1.308
H 0.032 -0.025 -0.080
C -0.382 -0.788 0.310
C -0.271 -0.503 -0.284
H 0.190 0.885 0.679
H 0.038 0.062 -0.026
C -0.051 0.039 -0.052
Br -0.690 -0.441 -0.168
H -0.050 -0.158 0.137
C 0.065 0.194 0.118
F -0.223 1.894 -1.508
H 0.727 0.682 -0.058
H -0.069 -0.038 0.009
H 0.051 0.012 0.042
H 0.073 0.001 -0.026
O -0.552 -0.040 0.385
C -0.056 -0.122 0.160
C -1.405 -1.144 -1.276
C -0.270 0.422 0.056
H -0.035 0.025 -0.048
H -0.001 -0.078 0.010
H 0.046 -0.011 -0.003
C 0.462 -0.164 0.486
C 0.679 0.457 -0.068
H -0.560 0.773 -0.765
H -0.200 0.021 0.049
C 0.112 -1.044 -0.125
C 2.226 -0.983 -0.622
H -0.007 0.007 -0.046
C 0.239 0.728 0.314
C 0.503 -0.479 0.676
H -0.265 0.441 -0.816
C 0.070 0.039 -0.004
C -1.413 2.100 2.268
H 0.317 1.075 -0.517
H 0.225 -0.682 0.633
H 0.054 0.047 -0.197
O 1.154 0.379 0.851
O -0.159 0.031 -0.184
H -0.047 0.064 0.023
H 0.034 0.065 0.041
C 1.356 1.009 -0.297
H -0.037 -0.040 0.027
N -2.766 2.756 1.038
H 1.001 0.275 0.212
H 0.610 -0.766 0.350
C 0.038 0.054 0.094
C 3.959 -1.723 -0.897
H 0.006 -0.031 -0.044
H 0.492 0.261 0.884
Cl 0.980 0.217 0.240
H -1.079 -0.113 0.481
H -0.252 -0.043 0.994
C 0.725 -0.352 -0.871
H -0.093 0.172 0.023
H 1.065 -0.101 0.268
H -0.034 0.033 0.028
O -0.473 -0.913 -0.041
H -0.527 -1.054 -0.197
C 0.062 1.289 0.404
H -0.375 -0.832 0.533
N 1.255 -0.447 -1.573
C 0.751 0.396 -0.342
H 0.356 0.435 -0.763
H 0.170 0.817 -0.194
H 0.039 -0.049 0.049
H -0.022 -0.019 0.041
H -0.266 -1.038 -0.501
H 0.131 -0.904 0.162
C -0.219 -0.112 0.025
H -0.477 0.929 -0.411
C -0.366 0.698 -0.472
H 1.044 0.301 -0.082